a) A 2-piece molecular cluster, C2H8NO2 overall. Source: the Open Molecules 2025 dataset; level of theory: the ωB97M-V functional and the def2-TZVPD basis.

```
! wB97M-V def2-TZVPD RIJCOSX def2/J DEFGRID3
* xyz -1 1
C -0.71 0.74 -1.28
N -0.42 -0.12 -0.12
C 0.84 -1.05 -0.28
O 0.52 -2.32 -0.45
H -0.45 0.25 -2.24
H -1.77 0.99 -1.30
H -0.13 1.66 -1.29
H -1.16 -0.82 -0.21
H 1.41 -0.57 -1.10
H 1.28 -0.96 0.75
H -0.05 0.14 2.12
H 0.13 1.48 2.62
O 0.51 0.59 2.79
*
```

Summary:
Orbital gap (eV): 6.62
LUMO level (eV): 4.1
Highest occupied orbital energy (eV): -2.5

Results of the Löwdin charge analysis, in e, for atoms 1 through 8: atom 1 (C): -0.206, atom 2 (N): -0.146, atom 3 (C): -0.561, atom 4 (O): -0.344, atom 5 (H): 0.061, atom 6 (H): 0.049, atom 7 (H): 0.045, atom 8 (H): 0.062

---

b) C2H8NO2 as an isolated structure. Source: the Open Molecules 2025 dataset; level of theory: the ωB97M-V functional and the def2-TZVPD basis.

```
! wB97M-V def2-TZVPD RIJCOSX def2/J DEFGRID3
* xyz -1 1
C -0.11 0.00 -0.10
O -0.97 -0.73 0.69
C 1.07 0.55 0.74
N 2.49 0.87 0.14
H -0.61 0.86 -0.58
H 0.29 -0.63 -0.90
H 0.71 1.35 1.38
H 1.61 1.16 -0.38
H 2.73 -0.02 -0.30
H 1.23 -0.29 1.43
H -3.65 -1.04 -1.45
H -1.80 -0.89 0.11
O -2.99 -1.20 -0.78
*
```

Summary:
Orbital gap (eV): 7.60
LUMO level (eV): 4.2
Highest occupied orbital energy (eV): -3.4

Results of the Löwdin charge analysis, in e, for atoms 1 through 8: atom 1 (C): -0.364, atom 2 (O): -0.121, atom 3 (C): -0.295, atom 4 (N): -0.024, atom 5 (H): 0.112, atom 6 (H): 0.113, atom 7 (H): 0.103, atom 8 (H): 0.023

---

c) A 2-piece molecular cluster, C2H8NO2 overall. Source: the Open Molecules 2025 dataset; level of theory: the ωB97M-V functional and the def2-TZVPD basis.

```
! wB97M-V def2-TZVPD RIJCOSX def2/J DEFGRID3
* xyz -1 1
C 2.11 -0.25 -0.97
O 1.93 0.04 0.30
H 3.10 -0.71 -0.84
H 1.24 -0.91 -1.30
H 2.22 0.66 -1.58
N -2.59 0.36 0.09
C -1.04 0.52 0.35
O -0.48 -0.62 0.43
H -2.71 0.02 -0.88
H -2.96 -0.43 0.53
H -0.71 1.25 -0.51
H -1.12 0.99 1.34
H 0.99 -0.30 0.56
*
```

Summary:
Orbital gap (eV): 7.91
LUMO level (eV): 4.5
Highest occupied orbital energy (eV): -3.4

Results of the Löwdin charge analysis, in e, for atoms 1 through 8: atom 1 (C): -0.302, atom 2 (O): -0.205, atom 3 (H): 0.060, atom 4 (H): 0.097, atom 5 (H): 0.055, atom 6 (N): -0.055, atom 7 (C): -0.569, atom 8 (O): -0.270

---

d) A 2-piece molecular cluster, C2H8NO2 overall. Source: the Open Molecules 2025 dataset; level of theory: the ωB97M-V functional and the def2-TZVPD basis.

```
! wB97M-V def2-TZVPD RIJCOSX def2/J DEFGRID3
* xyz -1 1
C -1.43 -0.16 -0.97
N -0.25 0.40 -0.32
C 1.03 -0.33 -0.60
O 2.07 0.51 -0.71
H -1.38 -0.26 -2.07
H -2.32 0.39 -0.67
H -1.52 -1.20 -0.63
H -0.18 1.39 -0.49
H 0.90 -0.92 -1.53
H 1.12 -1.02 0.28
H -0.22 0.09 1.79
H -1.65 0.11 1.92
O -0.91 -0.25 2.39
*
```

Summary:
Orbital gap (eV): 6.54
LUMO level (eV): 4.1
Highest occupied orbital energy (eV): -2.4

Results of the Löwdin charge analysis, in e, for atoms 1 through 8: atom 1 (C): -0.199, atom 2 (N): -0.165, atom 3 (C): -0.582, atom 4 (O): -0.359, atom 5 (H): 0.056, atom 6 (H): 0.053, atom 7 (H): 0.067, atom 8 (H): 0.081

---

Name the most stable of them. d).

---

a) A 2-piece molecular cluster, C2H4O3S overall. Source: the Open Molecules 2025 dataset; level of theory: the ωB97M-V functional and the def2-TZVPD basis.

```
! wB97M-V def2-TZVPD RIJCOSX def2/J DEFGRID3
* xyz 0 1
C 1.48 2.54 -0.27
C -3.19 -1.13 -0.16
O 1.61 1.87 0.76
O -2.38 1.53 -0.13
O -2.25 -0.88 0.90
S -1.92 0.15 -0.27
H 2.30 3.02 -0.77
H 0.61 2.27 -0.93
H -2.98 -2.17 -0.51
H -4.33 -0.88 -0.12
*
```

Summary:
Orbital gap (eV): 10.71
LUMO level (eV): 0.6
Highest occupied orbital energy (eV): -10.2

Results of the Löwdin charge analysis, in e, for atoms 1 through 8: atom 1 (C): -0.114, atom 2 (C): -0.290, atom 3 (O): -0.030, atom 4 (O): -0.468, atom 5 (O): -0.367, atom 6 (S): 0.919, atom 7 (H): 0.067, atom 8 (H): 0.077

---

b) One molecule with the formula C2H4O3S. Source: the Open Molecules 2025 dataset; level of theory: the ωB97M-V functional and the def2-TZVPD basis.

```
! wB97M-V def2-TZVPD RIJCOSX def2/J DEFGRID3
* xyz 0 1
C -0.21 0.77 -0.86
C 0.00 -0.04 0.32
O 2.35 2.53 -1.78
O 0.30 2.24 -0.65
O 0.51 0.58 -1.96
S 1.02 2.22 -2.08
H -1.26 0.78 -0.94
H -0.65 -0.88 0.23
H -0.26 0.45 1.21
H 0.98 -0.48 0.48
*
```

Summary:
Orbital gap (eV): 11.09
LUMO level (eV): 0.6
Highest occupied orbital energy (eV): -10.5

Results of the Löwdin charge analysis, in e, for atoms 1 through 8: atom 1 (C): -0.497, atom 2 (C): -0.018, atom 3 (O): -0.355, atom 4 (O): -0.283, atom 5 (O): -0.214, atom 6 (S): 0.965, atom 7 (H): 0.131, atom 8 (H): 0.083

---

Name the most stable of them. b).

---

a) One molecule with the formula C2H3N3O. Source: the Open Molecules 2025 dataset; level of theory: the ωB97M-V functional and the def2-TZVPD basis.

```
! wB97M-V def2-TZVPD RIJCOSX def2/J DEFGRID3
* xyz 0 1
O -0.16 2.04 0.30
C 0.12 0.65 0.26
C -0.34 -0.38 1.01
N -0.09 -1.46 0.25
N 0.20 -1.22 -1.05
N 0.34 0.21 -0.91
H -0.26 2.43 -0.77
H -0.61 -0.60 2.04
H 0.26 -2.40 0.63
*
```

Summary:
Orbital gap (eV): 10.24
LUMO level (eV): 0.7
Structure (SMILES): Oc1c[nH]nn1
Highest occupied orbital energy (eV): -9.6

Results of the Löwdin charge analysis, in e, for atoms 1 through 8: atom 1 (O): -0.064, atom 2 (C): -0.454, atom 3 (C): -0.050, atom 4 (N): -0.075, atom 5 (N): 0.065, atom 6 (N): 0.044, atom 7 (H): 0.227, atom 8 (H): 0.118

---

b) C2H3N3O as an isolated structure. Source: the Open Molecules 2025 dataset; level of theory: the ωB97M-V functional and the def2-TZVPD basis.

```
! wB97M-V def2-TZVPD RIJCOSX def2/J DEFGRID3
* xyz 0 1
O -1.81 -1.29 -0.63
C -0.93 -0.53 0.02
N 0.15 -0.87 0.57
N 1.19 -0.10 0.60
C 0.44 1.54 -0.15
N -0.66 1.26 -0.59
H -1.33 -1.91 -1.21
H 1.72 -0.36 1.45
H 1.24 2.26 -0.06
*
```

Summary:
Orbital gap (eV): 9.33
LUMO level (eV): 0.5
Highest occupied orbital energy (eV): -8.8

Results of the Löwdin charge analysis, in e, for atoms 1 through 8: atom 1 (O): 0.068, atom 2 (C): -0.289, atom 3 (N): -0.052, atom 4 (N): -0.018, atom 5 (C): -0.096, atom 6 (N): 0.091, atom 7 (H): 0.129, atom 8 (H): 0.087

---

Name the most stable of them. a).

---

a) One molecule with the formula C2H3N3O. Source: the Open Molecules 2025 dataset; level of theory: the ωB97M-V functional and the def2-TZVPD basis.

```
! wB97M-V def2-TZVPD RIJCOSX def2/J DEFGRID3
* xyz 0 1
H 1.40 1.54 0.45
N 0.73 0.81 0.25
C 1.22 -0.30 -0.08
N 0.32 -1.42 -0.35
N -0.89 -1.18 -0.33
C -1.48 0.11 -0.02
O -1.99 0.81 -0.85
H 2.28 -0.58 -0.15
H -1.60 0.21 1.08
*
```

Summary:
Orbital gap (eV): 8.49
LUMO level (eV): -0.9
Structure (SMILES): [H]/N=C/N=N\C=O
Highest occupied orbital energy (eV): -9.4

Results of the Löwdin charge analysis, in e, for atoms 1 through 8: atom 1 (H): 0.086, atom 2 (N): 0.136, atom 3 (C): -0.209, atom 4 (N): 0.032, atom 5 (N): 0.067, atom 6 (C): -0.385, atom 7 (O): 0.039, atom 8 (H): 0.111

---

b) C2H3N3O as an isolated structure. Source: the Open Molecules 2025 dataset; level of theory: the ωB97M-V functional and the def2-TZVPD basis.

```
! wB97M-V def2-TZVPD RIJCOSX def2/J DEFGRID3
* xyz 0 1
C -0.49 0.10 0.32
C 0.56 -0.46 -1.31
H -1.07 0.38 2.28
H -2.41 0.24 1.00
H 0.63 -0.77 -2.33
N -1.42 0.45 1.24
N -0.72 -0.28 -0.85
N 1.54 -0.19 -0.46
O 0.84 0.31 0.67
*
```

Summary:
Orbital gap (eV): 10.22
LUMO level (eV): 0.8
Highest occupied orbital energy (eV): -9.5

Results of the Löwdin charge analysis, in e, for atoms 1 through 8: atom 1 (C): -0.535, atom 2 (C): -0.185, atom 3 (H): 0.162, atom 4 (H): 0.128, atom 5 (H): 0.104, atom 6 (N): 0.134, atom 7 (N): 0.130, atom 8 (N): 0.073

---

c) One molecule with the formula C2H3N3O. Source: the Open Molecules 2025 dataset; level of theory: the ωB97M-V functional and the def2-TZVPD basis.

```
! wB97M-V def2-TZVPD RIJCOSX def2/J DEFGRID3
* xyz 0 1
N -0.59 1.28 0.58
C -0.04 0.26 -0.08
C 0.01 -1.09 0.23
N 0.57 -1.65 -0.84
N 0.91 -0.83 -1.73
O 0.52 0.42 -1.30
H -0.08 2.15 0.47
H -0.87 1.08 1.55
H -0.44 -1.62 1.12
*
```

Summary:
Orbital gap (eV): 9.59
LUMO level (eV): 0.6
Structure (SMILES): Nc1cnno1
Highest occupied orbital energy (eV): -9.0

Results of the Löwdin charge analysis, in e, for atoms 1 through 8: atom 1 (N): 0.143, atom 2 (C): -0.413, atom 3 (C): -0.101, atom 4 (N): -0.020, atom 5 (N): 0.008, atom 6 (O): 0.014, atom 7 (H): 0.114, atom 8 (H): 0.133

---

d) One molecule with the formula C2H3N3O. Source: the Open Molecules 2025 dataset; level of theory: the ωB97M-V functional and the def2-TZVPD basis.

```
! wB97M-V def2-TZVPD RIJCOSX def2/J DEFGRID3
* xyz 0 1
O -1.97 -0.31 -0.32
C -0.64 -0.15 -0.18
C 0.09 1.05 -0.26
N 1.36 0.77 -0.02
N 1.36 -0.53 0.19
N 0.19 -1.14 0.11
H -2.30 -0.70 0.50
H -0.27 2.05 -0.47
H 2.20 -1.02 0.45
*
```

Summary:
Orbital gap (eV): 10.62
LUMO level (eV): 0.9
Structure (SMILES): Oc1cn[nH]n1
Highest occupied orbital energy (eV): -9.7

Results of the Löwdin charge analysis, in e, for atoms 1 through 8: atom 1 (O): 0.057, atom 2 (C): -0.423, atom 3 (C): -0.082, atom 4 (N): 0.055, atom 5 (N): -0.100, atom 6 (N): 0.121, atom 7 (H): 0.111, atom 8 (H): 0.107

---

Name the most stable of them. d).

---

a) One molecule with the formula C2H3N3O. Source: the Open Molecules 2025 dataset; level of theory: the ωB97M-V functional and the def2-TZVPD basis.

```
! wB97M-V def2-TZVPD RIJCOSX def2/J DEFGRID3
* xyz 0 1
O -1.81 -0.05 -0.05
N -0.40 0.08 -0.15
C 0.54 0.99 -0.04
N 1.73 0.53 0.07
N 1.55 -0.82 0.01
C 0.26 -1.04 -0.15
H -2.08 0.27 0.98
H 0.22 2.12 -0.58
H -0.02 -2.09 -0.09
*
```

Summary:
Orbital gap (eV): 9.97
LUMO level (eV): -0.1
Structure (SMILES): On1cnnc1
Highest occupied orbital energy (eV): -10.1

Results of the Löwdin charge analysis, in e, for atoms 1 through 8: atom 1 (O): -0.001, atom 2 (N): -0.147, atom 3 (C): -0.253, atom 4 (N): 0.020, atom 5 (N): 0.013, atom 6 (C): -0.197, atom 7 (H): 0.227, atom 8 (H): 0.200

---

b) One molecule with the formula C2H3N3O. Source: the Open Molecules 2025 dataset; level of theory: the ωB97M-V functional and the def2-TZVPD basis.

```
! wB97M-V def2-TZVPD RIJCOSX def2/J DEFGRID3
* xyz 0 1
N 0.54 -1.44 0.26
C 0.23 -0.13 -0.05
C -0.83 0.68 0.45
N -0.71 1.87 -0.06
O 0.38 1.84 -0.85
N 0.96 0.60 -0.85
H 1.31 -1.79 -0.30
H -0.25 -2.08 0.24
H -1.62 0.45 1.15
*
```

Summary:
Orbital gap (eV): 10.59
LUMO level (eV): 0.8
Structure (SMILES): Nc1cnon1
Highest occupied orbital energy (eV): -9.8

Results of the Löwdin charge analysis, in e, for atoms 1 through 8: atom 1 (N): 0.110, atom 2 (C): -0.410, atom 3 (C): -0.077, atom 4 (N): 0.064, atom 5 (O): -0.099, atom 6 (N): 0.108, atom 7 (H): 0.096, atom 8 (H): 0.094

---

Name the most stable of them. b).

---

a) One molecule with the formula C2H3N3O. Source: the Open Molecules 2025 dataset; level of theory: the ωB97M-V functional and the def2-TZVPD basis.

```
! wB97M-V def2-TZVPD RIJCOSX def2/J DEFGRID3
* xyz 0 1
N 0.45 1.27 -0.61
C -0.30 0.17 -0.09
C 0.21 -1.08 -0.16
N -0.58 -1.69 0.80
N -1.49 -1.03 1.30
O -1.24 0.29 0.77
H 0.11 2.19 -0.54
H 1.42 1.09 -1.18
H 1.41 -1.22 -0.29
*
```

Summary:
Orbital gap (eV): 9.67
LUMO level (eV): 0.5
Structure (SMILES): Nc1cnno1
Highest occupied orbital energy (eV): -9.1

Results of the Löwdin charge analysis, in e, for atoms 1 through 8: atom 1 (N): 0.102, atom 2 (C): -0.464, atom 3 (C): -0.101, atom 4 (N): -0.027, atom 5 (N): 0.061, atom 6 (O): 0.029, atom 7 (H): 0.060, atom 8 (H): 0.177

---

b) One molecule with the formula C2H3N3O. Source: the Open Molecules 2025 dataset; level of theory: the ωB97M-V functional and the def2-TZVPD basis.

```
! wB97M-V def2-TZVPD RIJCOSX def2/J DEFGRID3
* xyz 0 1
H 1.57 -1.01 1.73
N 1.41 -0.06 1.42
C 0.54 0.00 0.50
N -0.18 -0.89 -0.24
N -1.09 -0.23 -1.07
C -0.81 1.00 -0.89
O 0.15 1.22 0.01
H -0.38 -1.87 0.00
H -1.21 1.84 -1.46
*
```

Summary:
Orbital gap (eV): 9.78
LUMO level (eV): 0.8
Structure (SMILES): [H]/N=c1\[nH]nco1
Highest occupied orbital energy (eV): -9.0

Results of the Löwdin charge analysis, in e, for atoms 1 through 8: atom 1 (H): 0.040, atom 2 (N): 0.137, atom 3 (C): -0.506, atom 4 (N): 0.057, atom 5 (N): 0.076, atom 6 (C): -0.195, atom 7 (O): 0.081, atom 8 (H): 0.167

---

Name the most stable of them. b).